Density functional theory data (ωB97M-V/def2-TZVPD) for a 12-piece molecular cluster, C36H84N12O12 overall in a non-equilibrium geometry.

orbital gap = 8.02 eV
net charge = 0
total energy = -2982.0756 Eh
SMILES = CNC(C)=O.CNC(C)=O.CNC(C)=O.CNC(C)=O.CNC(C)=O.CNC(C)=O.CNC(C)=O.CNC(C)=O.CNC(C)=O.CNC(C)=O.CNC(C)=O.CNC(C)=O

Atoms and positions in Å:
H -19.84295 1.81536 10.25244
H -17.17118 2.29735 11.40364
H -21.81118 6.98210 17.24334
H -19.03772 6.36510 9.74496
H -19.65323 -0.02126 13.92100
H -28.11218 4.05712 20.62667
O -28.05224 9.20589 17.76463
H -26.65214 9.97951 14.90721
H -18.25952 1.74651 9.78548
H -19.55483 0.49377 12.24342
N -22.28307 7.34515 12.86703
H -17.50441 7.26882 7.91501
O -22.21136 1.30784 13.75653
H -24.70043 7.99397 13.98554
H -20.34271 4.63594 14.09843
H -21.03361 6.18946 7.50883
H -30.13625 10.88728 10.12843
C -27.98626 9.25576 16.56370
C -25.12239 1.90716 16.06621
H -17.84678 4.20761 13.46689
C -28.13931 10.88527 11.24960
H -20.65397 8.49691 12.19740
H -26.38961 7.43605 18.17460
O -26.67832 3.09093 14.08111
H -24.19568 4.06036 12.69299
N -27.70631 9.74436 10.73318
C -26.43601 9.10068 11.12613
H -28.00051 8.66254 13.85279
H -20.74124 11.03324 9.75252
H -16.61570 4.94744 12.58319
C -18.66530 7.38353 9.63449
H -17.91202 7.69267 10.35914
N -17.57970 3.18514 11.65867
H -26.10341 1.43225 16.07834
H -15.76693 8.66004 12.55860
H -24.16652 14.01165 8.88302
C -22.47537 5.75067 8.82434
H -16.31473 3.33669 13.30166
H -25.71730 3.48127 11.88381
C -21.98578 8.36363 18.66015
C -24.36314 12.95938 8.67771
H -21.95379 13.20171 9.97808
H -21.23191 10.33103 18.16775
H -19.62727 7.89303 9.69026
C -20.24725 0.22062 13.03968
C -21.37130 11.34483 10.58560
H -25.19386 2.79887 16.68899
O -22.11556 7.97628 15.10593
H -19.46971 2.79025 8.96608
H -21.81624 10.37260 10.79750
C -20.91832 7.46244 12.41673
H -25.02683 6.45836 18.17648
O -19.43581 4.37932 11.38807
C -17.54212 9.23357 6.53854
H -18.36874 9.48181 12.65945
H -26.64635 3.16582 21.22877
H -13.58175 11.41558 13.10552
H -17.96610 8.32492 13.90379
O -23.36869 6.18794 9.53142
C -22.07698 8.09423 8.01005
H -29.97483 11.92631 11.43579
H -13.95838 10.68815 11.52944
H -24.41868 7.01641 15.35098
H -21.86616 8.54997 8.97750
H -29.00076 7.65979 16.57268
O -23.76343 10.79079 9.00940
H -24.57778 12.83437 7.61639
H -27.78483 11.09384 15.60739
H -27.59236 7.12494 14.55446
H -23.09745 8.33229 7.70996
H -27.37293 3.00837 19.50409
C -15.59884 10.61051 12.98371
N -16.21854 9.37795 13.10700
O -25.06543 4.23681 19.78818
H -25.34251 12.75094 9.10840
H -21.50505 3.60821 14.94119
H -22.03674 4.26707 10.03487
N -21.75549 6.61412 8.07332
H -23.05790 3.63903 8.93839
C -26.25763 4.62696 19.82476
N -22.28621 12.24918 9.93028
C -19.04854 2.48563 9.92417
C -29.39690 11.53605 10.59807
H -20.73039 11.78054 11.35209
H -22.13953 5.04419 18.24712
H -22.50382 9.84638 17.16369
H -29.07170 12.27707 9.86784
H -18.19180 9.16316 5.66615
C -18.67644 3.45166 11.02526
H -19.56456 2.66178 13.01403
O -27.59446 11.31024 12.33678
H -21.45870 8.70323 7.35054
C -27.11909 10.26548 15.84969
H -24.37171 1.21830 16.45358
C -25.48011 2.77111 13.85626
C -22.24473 5.89451 18.92090
C -21.04322 3.81006 13.97472
C -27.14439 3.62382 20.37420
H -20.84048 6.99916 11.43316
H -17.31641 10.29787 6.47213
C -22.18976 4.29791 8.95611
C -25.81141 6.80468 18.84924
C -21.59328 9.45978 17.62145
C -22.68397 7.51681 14.12872
H -13.69273 9.55803 12.77253
N -26.68350 5.77485 19.40847
N -22.15355 7.10836 18.18512
C -14.05944 10.57129 12.60843
N -20.37849 2.56162 13.60360
C -21.05470 1.43693 13.42912
H -16.70485 8.57626 6.30394
H -25.85930 9.63390 11.88189
H -20.76095 9.06883 17.03623
H -28.00816 9.33677 9.85976
H -24.39352 6.32473 13.69783
H -21.25946 5.79182 19.37564
H -20.14677 7.01133 13.04066
H -25.81425 8.77442 10.29243
H -23.08448 5.63909 19.56718
C -24.08363 7.16142 14.32394
H -26.88015 8.25933 11.65809
H -22.99286 7.11813 12.18529
H -24.32998 2.42768 11.94687
H -23.68963 2.13445 14.56306
H -20.94379 -0.61460 12.96653
C -28.38149 7.87510 14.50310
H -21.35799 3.89775 8.37635
C -17.61597 9.22932 13.40624
C -24.85255 3.21423 12.49125
H -29.19977 7.34067 14.02051
N -28.55755 8.28258 15.91252
C -18.37341 9.01509 7.76582
N -24.68245 2.22727 14.72365
C -17.03827 3.96183 12.77842
C -23.37649 11.92806 9.23078
H -26.37953 10.72681 16.50416
H -27.65707 6.02447 19.50827
H -21.70709 4.07038 13.15034
N -18.13393 7.89626 8.39472
H -17.79514 10.04193 14.11027
O -22.27503 8.63477 19.80547
H -25.41618 7.31487 19.72765
O -19.18469 9.82846 8.10272
O -16.11123 11.68958 13.09964